No. 1
The following is a DFT calculation (ωB97M-V/def2-TZVPD) of an isolated molecule of C2H4N2O3 in a non-equilibrium geometry.

Its structure (SMILES) is ONC1=NOCO1. The value obtained for the gap between HOMO and LUMO is 10.36 eV. Its total energy is -11255.5312 eV. Its energy relative to the best compared isomer or geometry (same formula, charge and spin) is 7.036 eV. The maximum force is 6.3 eV Å⁻¹. Its HOMO energy is -0.350 hartree. As for the molar mass: 104.1 g/mol.

Element x y z (Å)
O: -2.24 -0.56 -0.07
N: -1.56 0.81 0.14
C: -0.29 0.26 -0.01
N: -0.03 -0.96 -0.04
O: 1.49 -1.06 -0.12
C: 2.04 0.22 0.15
O: 0.73 1.25 -0.11
H: -2.41 -0.97 0.71
H: -1.89 1.41 -0.58
H: 2.09 0.15 1.16
H: 2.92 0.57 -0.43

Atomic partial charges in e from the Löwdin method, atoms 1 to 2:
1 O -0.04
2 N 0.14

=====

No. 2
The following is a DFT calculation (ωB97M-V/def2-TZVPD) of an isolated molecule of C2H4N2O3S in a non-equilibrium geometry.

The value obtained for the gap between HOMO and LUMO is 10.10 eV. Its total energy is -22092.6516 eV. Its energy relative to the best compared isomer or geometry (same formula, charge and spin) is 4.189 eV. The maximum force is 4.9 eV Å⁻¹. Its HOMO energy is -0.360 hartree. As for the molar mass: 136.1 g/mol.

Element x y z (Å)
C: -0.62 1.05 -0.54
C: 0.74 -0.83 -0.86
N: -1.24 2.07 -0.50
N: -0.82 -0.09 1.10
O: 1.74 -0.17 1.47
O: 0.56 -2.30 1.37
O: 0.28 0.46 -1.13
S: 0.59 -0.92 1.02
H: 0.14 -1.55 -1.55
H: 1.78 -0.81 -1.22
H: -2.05 2.51 -0.93
H: -1.09 0.57 1.78

Atomic partial charges in e from the Löwdin method, atoms 1 to 2:
1 C -0.37
2 C -0.14

=====

No. 3
The following is a DFT calculation (ωB97M-V/def2-TZVPD) of an isolated molecule of C2H4N2O3S in a non-equilibrium geometry.

Its structure (SMILES) is CC(=O)N1NS1(=O)=O. The value obtained for the gap between HOMO and LUMO is 11.00 eV. Its total energy is -22093.3561 eV. Its energy relative to the best compared isomer or geometry (same formula, charge and spin) is 3.484 eV. The maximum force is 2.3 eV Å⁻¹. Its HOMO energy is -0.389 hartree. As for the molar mass: 136.1 g/mol.

Element x y z (Å)
C: -1.00 -0.81 -1.29
C: -0.55 -0.72 0.17
O: -1.22 -0.71 1.16
N: 0.89 -0.42 0.32
N: 1.16 0.22 1.65
S: 1.19 1.21 0.37
O: 2.49 1.50 -0.11
O: 0.04 1.99 0.03
H: -2.03 -1.09 -1.14
H: -0.36 -1.59 -1.83
H: -0.86 0.30 -1.52
H: 0.25 0.12 2.20

Atomic partial charges in e from the Löwdin method, atoms 1 to 2:
1 C 0.02
2 C -0.51

=====

No. 4
The following is a DFT calculation (ωB97M-V/def2-TZVPD) of a structure of composition C2H4N2O4 in a non-equilibrium geometry.

The value obtained for the gap between HOMO and LUMO is 8.61 eV. Its total energy is -13301.7033 eV. Its energy relative to the best compared isomer or geometry (same formula, charge and spin) is 6.657 eV. The maximum force is 9.1 eV Å⁻¹. Its HOMO energy is -0.360 hartree. As for the molar mass: 120.1 g/mol.

Element x y z (Å)
C: 0.51 -0.46 0.15
C: -0.93 -0.21 0.45
H: 2.06 -0.20 -0.94
H: 0.93 1.43 0.84
H: -1.27 0.17 1.41
H: -1.64 -1.68 -0.91
N: 1.39 0.44 0.45
N: -1.55 0.77 -0.59
O: 2.58 0.43 -0.02
O: 0.83 -1.23 -0.83
O: -1.70 -1.38 0.33
O: -1.21 1.91 -0.33

Atomic partial charges in e from the Löwdin method, atoms 1 to 2:
1 C -0.42
2 C -0.36

=====

No. 5
The following is a DFT calculation (ωB97M-V/def2-TZVPD) of an isolated molecule of C2H4N2O4 in a non-equilibrium geometry.

Its structure (SMILES) is N[C@](O)(C=O)[N+](=O)[O-]. The value obtained for the gap between HOMO and LUMO is 9.30 eV. Its total energy is -13304.4880 eV. Its energy relative to the best compared isomer or geometry (same formula, charge and spin) is 3.872 eV. The maximum force is 5.3 eV Å⁻¹. Its HOMO energy is -0.356 hartree. As for the molar mass: 120.1 g/mol.

Element x y z (Å)
N: 0.19 -0.01 1.26
C: -0.25 0.15 -0.07
O: -1.62 0.32 -0.21
C: 0.23 -0.84 -1.47
O: -0.32 -0.57 -2.48
N: 0.39 1.47 -0.66
O: -0.18 2.04 -1.56
O: 1.52 1.69 -0.36
H: 1.17 0.43 1.26
H: 0.03 -0.83 1.74
H: -1.63 1.12 -0.81
H: 1.02 -1.60 -1.52

Atomic partial charges in e from the Löwdin method, atoms 1 to 2:
1 N 0.13
2 C -0.41

=====

No. 6
The following is a DFT calculation (ωB97M-V/def2-TZVPD) of a cluster of 3 separate species, C2H4N2OS in total in a non-equilibrium geometry.

The value obtained for the gap between HOMO and LUMO is 7.80 eV. Its total energy is -17995.4989 eV. Its energy relative to the best compared isomer or geometry (same formula, charge and spin) is 7.160 eV. The maximum force is 9.9 eV Å⁻¹. Its HOMO energy is -0.335 hartree. As for the molar mass: 104.1 g/mol.

Element x y z (Å)
C: 0.26 0.21 0.14
C: -0.16 -1.31 -0.13
H: 0.14 0.58 -1.86
H: 0.35 2.09 -0.99
H: 0.28 1.66 1.51
H: -1.11 -0.95 1.48
N: 1.14 0.66 -0.79
N: -0.01 0.66 1.26
O: -0.80 -1.81 1.03
S: -0.08 -1.79 -1.65

Atomic partial charges in e from the Löwdin method, atoms 1 to 2:
1 C -0.75
2 C -0.77